[1]
Below is a single C6H6O2 molecule, with properties calculated with the ωB97M-V functional and the def2-TZVPD basis.

Properties
HOMO level	-0.3514	Ha
calculated total energy	-10407.540	eV
orbital gap	9.02	eV
energy relative to the best compared isomer or geometry (same formula, charge and spin)	5.8695	eV
lowest unoccupied orbital energy	-0.54	eV
SMILES	O=C1C=C[C@H]2OC[C@H]12

Element x y z (Å)
C 1.327 -0.549 -0.113
C 1.533 1.036 0.154
C 0.433 1.807 -0.256
C -0.634 0.643 0.236
C -1.407 -1.321 0.168
C -0.018 -0.661 -0.213
H 2.531 1.280 0.311
H 0.147 2.839 -0.356
H -0.643 0.655 1.262
H -1.662 -2.000 -0.632
H -1.443 -1.640 1.218
H -0.353 -0.614 -1.431
O 2.081 -1.599 -0.091
O -1.893 0.124 -0.258

---

[2]
Below is a single C6H6O3 molecule, with properties calculated with the ωB97M-V functional and the def2-TZVPD basis.

Properties
HOMO level	-0.3030	Ha
calculated total energy	-12454.649	eV
orbital gap	8.07	eV
energy relative to the best compared isomer or geometry (same formula, charge and spin)	6.4548	eV
lowest unoccupied orbital energy	-0.17	eV

Element x y z (Å)
C 0.610 0.085 -0.123
C 0.508 -1.314 -0.127
C 1.592 0.997 -0.061
C 3.092 -0.729 -0.420
C -0.650 -0.452 -0.647
C -1.941 -0.505 0.138
O 2.853 0.521 0.101
O 1.465 2.323 -0.104
O 4.069 -1.300 0.164
H -0.794 -0.300 -1.715
H -2.578 -1.296 -0.258
H -2.477 0.444 0.065
H -1.741 -0.711 1.188
H 2.333 2.753 -0.114
H 4.459 -0.826 0.929

---

[3]
Below is a molecular structure, C6H6O3Rh, with properties calculated with the ωB97M-V functional and the def2-TZVPD basis.

Properties
multiplicity	5
HOMO level (spin up / spin down)	-0.4244 / -0.4421	Ha
total charge	+1
calculated total energy	-15446.996	eV
orbital gap (spin up / spin down)	3.99 / 4.10	eV
expectation value of S²	6.14
lowest unoccupied orbital energy (spin up / spin down)	-7.55 / -7.93	eV

Element x y z (Å)
C 0.992 -0.506 1.321
C -0.177 0.003 0.967
C -0.481 1.438 0.651
C 0.208 2.026 -0.577
O -0.410 1.719 -1.774
Rh -1.498 0.549 -2.404
H -1.026 -0.688 0.874
H -0.269 2.146 1.464
H -1.580 1.498 0.742
H 1.294 1.816 -0.638
H 0.215 3.126 -0.445
O 1.385 -1.831 1.128
H 0.791 -2.909 1.446
C 0.879 -3.190 0.017
C 0.168 -2.940 -0.994
O -0.489 -2.257 -1.779

---

[4]
Below is a single C6H6OS molecule, with properties calculated with the ωB97M-V functional and the def2-TZVPD basis.

Properties
HOMO level	-0.3381	Ha
calculated total energy	-19198.064	eV
orbital gap	9.13	eV
energy relative to the best compared isomer or geometry (same formula, charge and spin)	3.0043	eV
lowest unoccupied orbital energy	-0.07	eV

Element x y z (Å)
C -1.062 0.967 -0.033
C -0.089 1.096 1.057
C -1.052 0.121 -1.064
C 0.010 -0.778 -1.493
C 0.290 0.139 1.855
C 1.304 -0.485 -1.518
O -0.018 -1.384 3.865
S 0.828 -1.124 2.693
H -1.897 1.652 0.064
H 0.232 2.117 1.253
H -1.923 0.112 -1.710
H -0.333 -1.717 -1.913
H 2.036 -1.176 -1.898
H 1.674 0.460 -1.157

---

| no. | maximum force (eV/Å) |
| --- | --- |
| 1 | 7.52 |
| 2 | 1.78 |
| 3 | 9.49 |
| 4 | 1.72 |